Entry 1:
8
Properties=species:S:1:pos:R:3:lowdin_charge:R:1 method="wB97M-V/def2-TZVPD" relative_energy_kcal_mol=6.70 smiles=CSB(F)F gap_ha=0.379 homo_energy_ev=-9.779 spin_multiplicity=1
F 1.42215 1.17886 -1.91268 0.115
F 1.86070 0.50436 0.31134 0.142
S -0.77082 1.01556 -0.22935 0.919
B 0.97883 0.95000 -0.62358 -0.876
C -0.80388 -0.61904 0.49721 -0.443
H -1.86111 -0.71298 0.84632 0.043
H -0.17189 -0.80236 1.32199 0.018
H -0.65399 -1.51439 -0.21126 0.082


Entry 2:
8
Properties=species:S:1:pos:R:3:lowdin_charge:R:1 method="wB97M-V/def2-TZVPD" relative_energy_kcal_mol=75.29 gap_ha=0.336 homo_energy_ev=-9.869 spin_multiplicity=1
C -2.92104 2.35312 -0.33417 -0.122
C 0.45094 -0.74055 -0.40817 -0.458
C -0.50844 0.02030 0.39794 -0.413
N -3.57281 3.00116 -1.03225 0.024
S -0.84865 -1.58957 0.52377 0.878
H 0.33278 -0.64941 -1.42061 0.033
H 1.39026 -0.95910 -0.06846 0.028
H -2.17638 1.83747 0.37273 0.030


Entry 3:
14
Properties=species:S:1:pos:R:3:lowdin_charge:R:1 method="wB97M-V/def2-TZVPD" relative_energy_kcal_mol=64.54 smiles=C[C@H]1[C@H]2CO[C@@H]12 gap_ha=0.355 homo_energy_ev=-8.566 spin_multiplicity=1
C 1.60601 -0.28970 0.43917 -0.052
C 0.62231 0.52767 -0.33888 -0.317
C -0.60386 -0.01010 -0.98259 -0.090
C -1.36167 -0.83337 0.02957 -0.147
O -1.42501 0.23738 1.00873 -0.085
C -0.62430 1.08339 0.22561 -0.195
H 1.10420 -0.90376 1.19253 0.076
H 2.29688 0.37972 0.96017 0.081
H 2.16427 -0.93909 -0.23806 0.081
H 1.06604 1.28782 -0.98238 0.145
H -0.93403 0.12715 -2.00445 0.120
H -0.84265 -1.67478 0.50109 0.113
H -2.35591 -1.14014 -0.30203 0.121
H -0.71228 2.14781 0.49151 0.149


Entry 4:
116
Properties=species:S:1:pos:R:3:lowdin_charge:R:1 method="wB97M-V/def2-TZVPD" relative_energy_kcal_mol=0.00 gap_ha=0.248 homo_energy_ev=-6.808 spin_multiplicity=1
C -0.37764 -4.63989 3.05756 -0.089
C -0.51794 -3.76100 1.73518 -0.183
C -0.90365 -2.24960 2.06823 -0.222
F -2.05379 -2.32678 2.89373 -0.045
C 0.34165 -1.58673 2.80352 -0.086
N 1.53300 -2.21834 2.60134 0.160
C 2.60238 -1.63228 3.27422 -0.162
C 3.96671 -2.27164 3.09763 -0.281
P 4.30654 -3.77515 2.02552 0.982
C 3.80575 -5.28683 3.02387 -0.406
C 4.46512 -5.24077 4.48286 -0.162
C 3.41517 -3.67881 0.38040 -0.429
C 4.27714 -2.85864 -0.70002 -0.168
C 5.14360 -1.74202 3.80570 -0.082
C 4.95970 -0.55840 4.70607 -0.074
C 3.65163 0.06656 4.83634 -0.017
C 2.42012 -0.44378 4.12254 -0.179
N 1.24032 0.26377 4.34148 0.152
C 0.23796 -0.35285 3.65209 -0.138
C -1.18490 0.33381 3.77862 -0.017
B -1.06836 1.49471 4.91511 -0.567
O -0.41537 2.74236 4.71050 0.082
O -1.66399 1.21710 6.17116 0.119
H -1.20252 -5.38617 3.19119 0.070
H 0.61090 -5.16442 3.11709 0.044
H -0.42572 -3.93037 3.94080 0.076
H 0.35679 -3.84558 1.03018 0.063
H -1.42557 -4.16876 1.19509 0.101
H -1.08113 -1.75792 1.07287 0.116
H 4.06369 -6.23523 2.48642 0.075
H 2.68931 -5.22761 3.20746 0.043
H 4.30513 -4.23687 4.96345 0.056
H 3.88646 -5.98502 5.09840 0.065
H 5.55144 -5.52899 4.46641 0.067
H 2.35313 -3.32988 0.42635 0.031
H 3.38113 -4.73978 -0.01959 0.073
H 4.29624 -3.42229 -1.67883 0.061
H 3.70128 -1.90935 -0.92326 0.064
H 5.31352 -2.64921 -0.32381 0.048
H 6.15210 -2.22589 3.69406 0.075
H 5.80998 -0.12277 5.29783 0.094
H 3.54510 0.96007 5.50647 0.098
H -1.97247 -0.36893 4.15022 0.107
H -1.45943 0.85463 2.81456 0.116
H 0.48335 2.62800 5.07569 0.095
H -1.57481 1.98549 6.76237 0.101
C 9.76396 -2.35143 3.47382 -0.275
S 9.07298 -3.42301 2.19767 0.799
O 7.78877 -3.96634 2.71891 -0.580
C 10.31371 -4.72218 2.35855 -0.275
H 9.11940 -1.47857 3.57621 0.045
H 9.80640 -2.88561 4.42436 0.057
H 10.76366 -2.03035 3.17749 0.050
H 10.32063 -5.10457 3.38030 0.057
H 11.29515 -4.32202 2.09949 0.050
H 10.05871 -5.52796 1.67100 0.049
C 0.52582 -6.09875 -3.03471 -0.270
S -0.17156 -4.65947 -2.20083 0.830
O 0.57732 -4.47783 -0.92663 -0.558
C -1.74971 -5.42954 -1.79276 -0.265
H 1.54159 -5.85701 -3.34650 0.048
H 0.54805 -6.94955 -2.35179 0.057
H -0.07575 -6.33683 -3.91318 0.050
H -1.58223 -6.32279 -1.18881 0.060
H -2.27554 -5.68980 -2.71254 0.051
H -2.34466 -4.71391 -1.22588 0.046
C -0.17271 1.34928 -2.25914 -0.281
S -0.87446 0.58394 -0.79017 0.811
O -0.98979 -0.88157 -1.05819 -0.563
C -2.51758 1.29797 -0.98019 -0.261
H 0.85806 1.00906 -2.36610 0.051
H -0.74523 1.05657 -3.14006 0.057
H -0.18716 2.43280 -2.14611 0.028
H -2.93947 1.00776 -1.94314 0.062
H -2.45059 2.38413 -0.91125 0.030
H -3.15111 0.92103 -0.17662 0.049
C -2.89905 5.53996 -1.43968 -0.262
S -2.47046 5.08472 -3.12853 0.819
O -1.70183 3.80113 -3.06769 -0.580
C -1.28052 6.41417 -3.38056 -0.257
H -3.61448 4.81211 -1.05771 0.046
H -2.00387 5.53332 -0.81497 0.060
H -3.35402 6.53071 -1.43593 0.057
H -0.48880 6.35120 -2.63215 0.061
H -1.79085 7.37554 -3.30907 0.058
H -0.84955 6.30584 -4.37540 0.022
C -5.94373 4.43829 -5.39929 -0.272
S -6.63845 5.87717 -4.56431 0.809
O -5.88284 6.06246 -3.28901 -0.581
C -8.21347 5.10730 -4.15039 -0.266
H -4.92904 4.67962 -5.71529 0.044
H -5.91888 3.58826 -4.71553 0.058
H -6.54868 4.19946 -6.27501 0.053
H -8.04410 4.21487 -3.54638 0.054
H -8.74261 4.84495 -5.06761 0.054
H -8.80891 5.82123 -3.58168 0.050
C 0.46785 2.50647 -6.27518 -0.260
S 0.47461 4.30827 -6.30310 0.788
O -0.09987 4.73799 -7.60905 -0.551
C 2.26594 4.48360 -6.41776 -0.266
H -0.56695 2.16698 -6.24320 0.052
H 0.95025 2.11982 -7.17421 0.058
H 0.99198 2.15471 -5.38539 0.048
H 2.63302 3.97100 -7.30804 0.057
H 2.73005 4.06454 -5.52371 0.053
H 2.50423 5.54468 -6.48556 0.049
C -9.55447 2.98521 0.67122 -0.275
S -9.55046 4.78822 0.64386 0.803
O -10.12869 5.21679 -0.66222 -0.562
C -7.75967 4.96520 0.52521 -0.271
H -10.58860 2.64376 0.70504 0.049
H -9.07338 2.59908 -0.22877 0.054
H -9.02786 2.63391 1.55967 0.052
H -7.39358 4.45263 -0.36575 0.051
H -7.29340 4.54710 1.41868 0.052
H -7.52255 6.02633 0.45615 0.052


Entry 5:
19
Properties=species:S:1:pos:R:3:lowdin_charge:R:1 method="wB97M-V/def2-TZVPD" relative_energy_kcal_mol=40.36 gap_ha=0.402 homo_energy_ev=-13.931 spin_multiplicity=1 charge=+1
C -0.13043 1.31979 1.67503 -0.039
C -0.17858 1.33184 0.18061 -0.365
C 0.68964 1.66611 -0.78666 0.089
N -1.24224 0.37227 -0.18341 0.129
H 0.86106 1.53941 2.03268 0.086
H -0.89530 1.97216 2.14653 0.107
H -0.35398 0.25326 1.99281 0.105
H 0.47818 1.35889 -1.78427 0.066
H 1.67613 2.11447 -0.62505 0.095
H -1.89649 0.35849 0.59430 0.141
H -0.87205 -0.72185 -0.40976 0.112
H -1.67701 0.60216 -1.08304 0.160
C 1.19221 -1.77169 -0.37438 -0.111
N -0.28430 -2.13232 -0.51820 -0.039
H 1.77857 -2.71802 -0.24875 0.093
H 1.31894 -1.13646 0.54649 0.080
H 1.56673 -1.18598 -1.27383 0.098
H -0.31447 -2.61422 -1.39444 0.091
H -0.42154 -2.77823 0.25002 0.102


Entry 6:
32
Properties=species:S:1:pos:R:3:lowdin_charge:R:1 method="wB97M-V/def2-TZVPD" relative_energy_kcal_mol=7.50 smiles="COCc1nnc(NC(=O)CSc2ccccc2)s1" gap_ha=0.339 homo_energy_ev=-8.880 spin_multiplicity=1
C -3.73971 -1.08115 -0.48643 -0.108
H -3.81672 -2.12843 -0.20194 0.090
O -3.74652 -0.34757 0.71778 -0.186
C -3.57425 1.03889 0.53854 -0.228
C -2.15791 1.36122 0.19386 -0.568
N -1.66778 1.29231 -0.98865 0.018
N -0.36612 1.50719 -1.07107 0.047
C 0.18582 1.74327 0.06370 -0.597
N 1.51833 1.91563 0.30012 0.075
C 2.51295 1.64625 -0.62597 -0.549
O 2.34920 1.64227 -1.81172 0.121
C 3.83688 1.32721 0.03919 -0.354
H 4.54473 0.97089 -0.70853 0.085
H 4.25134 2.20162 0.54149 0.084
S 3.60827 0.06498 1.35402 0.933
C 2.25521 -0.87322 0.65353 -0.547
C 1.14294 -1.11701 1.44642 -0.136
C 0.05122 -1.77506 0.90849 -0.086
C 0.07068 -2.18037 -0.41574 -0.081
C 1.19261 -1.95147 -1.19449 -0.060
C 2.29456 -1.30684 -0.66200 -0.096
H 3.16691 -1.13223 -1.27222 0.115
H 1.21296 -2.27021 -2.22504 0.110
H -0.78870 -2.67642 -0.84071 0.101
H -0.82215 -1.94956 1.51915 0.109
H 1.13492 -0.78219 2.47329 0.102
H 1.79200 1.93679 1.27547 0.113
S -0.95136 1.72746 1.41830 1.081
H -4.23032 1.41265 -0.26030 0.131
H -3.84578 1.50251 1.48952 0.121
H -4.59525 -0.80559 -1.11362 0.092
H -2.81898 -0.91385 -1.05447 0.068